# C35H40BrN8O4PSTl

A molecular structure, C35H40BrN8O4PSTl at a distorted geometry (ωB97M-V/def2-TZVPD, the OMol25 dataset).

Structure (XYZ):
```
91
Properties=species:S:1:pos:R:3:forces:R:3
Tl 0.3416 -0.5288 0.5121 0.720 -0.685 -0.298
C -2.6653 4.1647 4.5947 0.254 1.668 1.204
O -2.4078 1.8965 -0.2724 0.407 -0.125 0.084
H -3.5944 4.7194 4.5405 -0.123 -0.316 -0.230
C -4.0868 0.0062 3.7567 1.638 0.085 -0.841
H -2.5396 2.9679 -4.8248 -0.188 0.693 -0.098
N 2.4931 -0.0580 -0.5866 -0.669 1.442 -1.171
H 3.9670 2.0227 -2.7175 0.245 0.895 -0.823
H -1.9879 5.3684 6.2838 -0.622 0.604 0.355
C 0.1602 3.6768 -0.3478 -1.204 0.644 -0.669
H -1.5610 0.2177 -4.0040 0.092 0.209 -0.473
C 3.5096 -0.8882 -0.2848 0.568 0.196 -1.356
N -0.5137 -2.8432 1.5308 -0.094 0.310 0.474
H 4.1973 -3.4503 1.7906 0.087 -0.382 0.532
H -1.5046 2.0687 -5.9742 -0.338 0.208 0.091
C -1.5434 1.3158 -3.9962 0.683 -0.102 0.067
N -1.0521 -5.5025 -0.6979 -1.151 -1.006 0.466
H -3.0970 1.4602 -5.5616 -0.388 -0.196 0.116
H -2.8104 2.9599 2.7787 -0.658 0.283 0.296
H 2.6065 -4.8995 -2.5408 0.343 -0.069 -0.406
H -0.6417 -5.9612 2.3498 0.298 -0.222 0.986
C 4.4324 -3.7274 -2.6496 -0.992 -1.345 1.200
H 0.9582 2.9911 -0.1079 0.600 -0.137 -0.200
H 1.3830 5.2641 -1.3321 -0.975 -0.138 0.128
N 6.4158 -2.3191 -2.9279 -0.649 -0.300 0.438
C 5.7221 -1.7885 -0.7635 -0.833 -0.138 -0.667
N 6.7278 -1.9796 -1.7944 1.444 0.454 1.681
C -0.5496 3.9830 5.7486 -0.212 -0.983 -1.278
H 1.8237 1.5640 -1.7571 0.066 -0.346 0.234
H -3.0510 3.7002 0.5095 0.650 0.694 0.506
H 4.9297 -4.2828 -1.8523 -0.136 0.203 -0.253
C -1.5069 -5.6987 1.7847 -0.866 -2.581 -1.763
N -2.9116 -2.2962 3.3403 -0.014 0.188 0.018
C -0.7127 1.6145 2.7808 0.800 -0.505 -0.041
C -0.4456 0.6922 2.0359 0.207 0.409 -0.079
C -3.4090 -1.2861 3.5742 0.143 -0.053 0.151
H -0.4883 1.6631 -4.0046 -0.428 -0.285 0.052
C -1.0387 -5.0565 0.5364 -0.206 0.494 -1.564
H -4.7116 2.1252 1.3973 0.111 0.140 -0.600
H 0.4642 -2.9252 1.8510 -0.421 -0.309 -0.025
O -2.1410 1.6860 -2.7463 0.294 0.408 1.199
H -3.3706 0.7898 3.3345 -0.991 -1.012 0.394
C 4.5348 -1.9131 -4.2819 -2.120 -0.655 0.725
H -4.2106 0.2434 4.7944 0.125 -0.040 0.671
C 3.2009 -2.2799 -4.6483 1.500 0.544 -0.725
H 6.3374 -3.2976 0.5606 0.216 -0.453 -0.055
C -4.7377 2.3908 0.3217 0.832 -0.953 0.080
C 3.8966 1.1841 -2.0902 0.123 -0.700 0.448
C 4.3480 -2.6898 1.0612 -0.737 0.343 -1.229
H -0.5375 3.6186 0.5030 0.202 0.187 -0.130
C -2.2494 1.9973 -5.1696 1.025 -0.807 0.204
H 5.1424 -1.0767 -4.7046 -0.872 -0.905 0.208
C 2.5899 -3.4034 -4.0969 0.038 0.118 0.198
N -0.9207 -4.4092 -1.5070 0.126 -1.471 -0.232
O 1.9669 -2.1619 1.0151 1.282 0.587 -0.284
C -1.7644 4.5824 5.6067 -0.731 -0.445 -0.464
C 5.0286 -2.6395 -3.1901 1.771 1.343 -2.201
H -5.5718 3.0471 0.1648 -0.108 0.897 0.016
H 2.7257 -1.7439 -5.4603 -0.129 -0.096 0.022
C 3.2503 -1.9765 0.6136 -1.613 0.395 0.908
H -3.5304 3.3913 -1.1829 0.235 -0.083 0.596
C -0.7625 -3.3360 -0.8186 0.204 0.866 1.943
H -1.0460 -4.3797 -2.5203 0.276 -0.720 0.430
H -5.0489 1.4977 -0.2428 0.521 0.084 0.164
C 4.9534 0.3493 -1.8411 0.517 -0.479 -0.659
H 0.1602 4.2687 6.4865 0.323 0.200 0.525
P -1.2322 1.7337 -1.3670 -0.853 0.592 -0.804
C 2.6718 0.9201 -1.5125 -0.716 -0.797 1.606
S -0.7503 -1.8258 -1.4742 0.542 2.377 -0.227
H -2.0797 -6.6671 1.4726 1.236 1.643 0.622
H -5.3678 -0.3858 2.0581 -0.080 -0.291 -0.213
O -0.5863 3.2420 -1.5379 -0.011 -1.024 0.579
H -1.2439 -2.9371 2.2381 0.152 0.316 0.136
C -5.4248 -0.0091 3.0668 -0.737 0.749 0.406
C -3.3701 2.9539 -0.1758 -2.049 -0.736 -1.396
H -0.3819 5.5968 -0.8775 -0.695 0.988 -0.592
Br 0.9691 -4.1066 -4.7865 -0.261 0.339 -0.124
H -6.2117 -0.5068 3.6677 0.560 0.063 -0.492
H 0.8285 2.5863 4.9336 -1.210 0.000 -0.227
C 3.1631 -4.1259 -3.0688 0.390 0.488 0.364
C 5.5342 -2.6345 0.3039 0.729 0.489 -0.222
C -0.2169 2.9820 4.8360 2.580 -0.449 -0.237
C -2.2754 3.2461 3.6785 0.688 -0.871 -1.336
H -5.6783 1.0432 3.0044 -0.568 0.128 -0.132
H 0.9062 5.5103 0.3604 -0.403 0.083 -0.864
C 4.7598 -0.7642 -1.0079 -0.664 -0.378 1.231
C -1.0051 2.6375 3.7416 -0.863 0.215 1.103
H -2.2329 -5.0843 2.2923 0.095 0.409 0.336
H 5.9168 0.4816 -2.3739 -0.664 -0.048 0.565
C 0.5311 5.1325 -0.6291 2.151 -1.209 2.001
N -0.7683 -3.7085 0.4977 0.154 0.175 -1.076
```
Forces are in eV/Å.

Results
E_LUMO, Eh: -0.1108
Net charge: +1
Strongest force on any atom, eV/Å: 3.24
ΔE to the lowest compared entry with this formula, charge and spin, kcal per mole: 22.7